Record 1
C4H4N2O | ωB97M-V/def2-TZVPD

Energy above the lowest of the compared OMol25 structures with the same formula, charge and spin in kcal/mol: 174.3
HOMO energy in eV: -9.72

The geometry in ORCA input format:
```
! RIJCOSX wB97M-V def2-TZVPD def2/J DEFGRID3
* xyz 0 1
N -0.498 -1.246 -0.706
C 0.738 0.388 0.503
O 0.956 1.695 0.088
H -0.986 1.222 -0.348
H 1.443 -0.423 0.054
C -0.054 0.914 -0.520
C -0.113 -0.298 -1.364
N -1.087 -1.087 0.763
C -0.233 -0.323 1.394
H 0.408 -0.716 -2.405
H -0.573 -0.127 2.540
*
```

***

Record 2
C4H13NO2 | ωB97M-V/def2-TZVPD

Energy above the lowest of the compared OMol25 structures with the same formula, charge and spin in kcal/mol: 34.3
HOMO energy in eV: -8.99

The geometry in ORCA input format:
```
! RIJCOSX wB97M-V def2-TZVPD def2/J DEFGRID3
* xyz 0 1
N 0.888 -0.323 1.450
H -2.997 0.226 0.780
H 1.299 -2.684 -1.239
C -0.518 -0.426 1.211
C -2.823 1.869 -0.598
H -2.858 2.031 -1.687
H -3.724 2.183 -0.085
O 5.022 -0.219 -0.980
H 1.177 0.504 1.959
H -0.542 1.195 -0.187
O 2.047 -2.209 -0.898
H -2.046 2.604 -0.334
C -1.016 0.298 0.208
H 5.411 -0.945 -1.507
C -2.519 0.418 -0.174
H -2.825 -0.270 -0.954
H 4.263 -0.580 -0.488
H 1.716 -1.553 -0.254
H 1.260 -1.096 1.992
H -1.216 -1.022 1.786
*
```

***

Record 3
C8H22InN2O6S | ωB97M-V/def2-TZVPD

Energy above the lowest of the compared OMol25 structures with the same formula, charge and spin in kcal/mol: 40.3
HOMO energy in eV: -11.80

The geometry in ORCA input format:
```
! RIJCOSX wB97M-V def2-TZVPD def2/J DEFGRID3
* xyz 1 1
H 2.095 3.093 0.260
H 4.353 -1.321 2.894
H -6.172 -0.327 -0.549
C 2.850 3.057 1.045
O 5.042 -0.717 -2.913
C 4.624 0.235 4.639
H -3.554 2.030 -0.226
H -5.257 -0.950 -3.351
C -5.723 -0.096 -1.515
C -5.479 -1.390 -2.379
H -4.870 -2.708 -0.944
O -4.415 0.466 -1.339
H 4.807 -0.095 2.057
S 5.719 -1.794 -3.625
C -4.420 1.818 -0.853
H 3.365 2.651 3.608
H -4.667 -3.141 -2.404
H 4.304 0.850 5.480
N 3.967 -0.510 2.432
O 2.749 1.891 1.766
O 4.750 -2.927 -3.567
H 4.569 -0.809 4.947
H 3.837 2.989 0.586
H 4.685 2.074 2.589
H -6.492 0.533 -1.963
N -4.528 -2.331 -1.816
H -5.315 1.993 -0.256
C 3.672 0.467 3.467
H -6.648 -2.982 -3.106
H -4.531 2.604 -1.599
H 2.647 0.316 3.808
H 2.742 3.859 1.775
H -7.505 -1.448 -2.973
H 5.662 0.470 4.401
In 0.451 -1.585 -1.197
H -7.099 -2.486 -1.556
O 6.970 -2.189 -2.984
C 3.647 1.898 2.873
C -6.749 -2.079 -2.505
O 5.916 -1.410 -5.005
*
```

***

Record 4
C4H9N2 | ωB97M-V/def2-TZVPD

Energy above the lowest of the compared OMol25 structures with the same formula, charge and spin in kcal/mol: 194.1
HOMO energy (spin up / spin down) in eV: -15.87 / -14.43

The geometry in ORCA input format:
```
! RIJCOSX wB97M-V def2-TZVPD def2/J DEFGRID3
* xyz 1 1
C -0.609 0.821 -0.775
H -2.276 0.159 -0.035
H -2.313 1.696 -1.265
H 1.685 0.626 1.635
H 1.040 -1.198 -1.343
H 2.283 -0.970 -0.117
C 0.687 0.531 1.428
H -2.140 0.020 -1.776
C -2.028 0.689 -0.933
N 0.530 0.217 0.022
H 0.244 1.393 1.656
C 1.307 -1.066 -0.345
H 0.519 -0.364 2.170
N 1.049 1.290 -0.839
H 0.806 -1.770 0.311
*
```

***

Record 5
C22H14CrN2O6 | ωB97M-V/def2-TZVPD

Expectation value of S²: 3.81
Energy above the lowest of the compared OMol25 structures with the same formula, charge and spin in kcal/mol: 0.0
HOMO energy (spin up / spin down) in eV: -10.40 / -11.50

The geometry in ORCA input format:
```
! RIJCOSX wB97M-V def2-TZVPD def2/J DEFGRID3
* xyz 1 4
C -2.348 -1.185 4.772
C -0.561 -0.984 1.209
C 0.495 6.552 0.423
H 2.644 6.487 0.725
H -3.257 6.678 -3.477
H -3.880 -0.364 1.790
C -2.230 3.823 -1.884
O -5.441 5.604 -4.036
Cr -1.383 -0.999 3.159
H -1.613 6.319 0.164
H -3.740 -2.724 2.598
O -1.118 1.895 4.076
C 0.139 -1.215 4.250
C -1.853 1.123 0.642
C -2.200 5.234 -2.467
C 1.737 4.515 0.756
H -5.242 3.176 -3.464
C -1.900 2.255 0.150
H 0.338 -0.423 0.904
H -1.387 3.306 -2.252
H -2.836 4.168 0.099
H 2.683 3.999 0.972
N -3.313 5.717 -3.154
C 1.713 5.908 0.639
O -3.460 1.830 -2.427
C -2.943 -0.946 1.705
H 0.481 -2.779 1.719
C -4.501 5.063 -3.502
H 0.583 2.702 0.724
C 0.539 3.779 0.584
C -3.456 3.030 -2.410
O -1.169 5.833 -2.520
C -1.813 -0.319 1.116
O -2.796 -1.190 5.849
N -4.439 3.711 -3.144
C -0.669 5.799 0.259
C -1.246 0.821 3.637
C -0.488 -2.295 1.701
C -1.627 -2.931 2.190
O 0.976 -1.227 5.063
H 0.453 7.638 0.359
C -2.848 -2.260 2.191
C -0.652 4.411 0.192
C -1.941 3.703 -0.373
H -1.550 -3.926 2.611
*
```

***

Record 6
C9H16FINO | ωB97M-V/def2-TZVPD

Expectation value of S²: 0.75
HOMO energy (spin up / spin down) in eV: -8.80 / -9.71

The geometry in ORCA input format:
```
! RIJCOSX wB97M-V def2-TZVPD def2/J DEFGRID3
* xyz 0 2
F 0.280 2.450 -0.840
C 2.231 -1.193 1.135
H -0.826 0.715 -2.210
H -3.360 -0.722 -0.358
H -2.682 -1.140 1.242
H 3.226 -0.679 1.004
C -2.484 -1.216 0.152
H 2.509 0.902 -1.029
C 1.062 1.035 1.021
O -0.244 -1.863 1.198
H 2.359 -2.225 0.735
C -1.338 -0.227 -1.870
H 1.328 -0.155 -2.021
H 2.754 -0.855 -1.205
H -0.891 -1.085 -2.428
C -0.089 1.924 0.408
N -0.024 -1.137 0.153
H -2.119 1.602 -0.308
C 1.959 -0.064 -1.110
I -0.413 3.682 1.691
H 1.991 -1.154 2.221
H 0.804 0.886 2.103
C -1.206 -0.375 -0.305
C -1.390 1.049 0.345
H -1.809 0.940 1.370
H -2.417 -0.092 -2.131
H -2.460 -2.260 -0.238
C 1.212 -0.334 0.258
H 2.037 1.591 1.015
*
```

***

no.,F_max (eV Å⁻¹)
1,6.7
2,2.0
3,2.8
4,10.7
5,8.4
6,2.8